# 1
Computed, not measured: a 2-piece molecular cluster, C2H11N2Si overall, with wB97M-V/def2-TZVPD.

Last column: natural (NBO) charge in e.
Cartesian coordinates (Å):
C (-0.877, -0.434, -1.277)  -0.653
C (-0.126, -0.458, 0.090)  0.112
N (-0.464, -1.458, 0.897)  -0.751
N (-0.664, 1.400, 0.689)  -0.910
Si (1.779, 0.111, 0.015)  0.773
H (-0.636, -1.351, -1.710)  0.242
H (-1.926, -0.285, -1.065)  0.232
H (-0.468, 0.272, -1.911)  0.233
H (0.208, -1.692, 1.611)  0.411
H (-1.302, -1.952, 0.838)  0.412
H (0.248, 1.729, 0.847)  0.389
H (-1.183, 1.130, 1.447)  0.403
H (-1.068, 2.147, 0.051)  0.426
H (2.514, -0.073, 1.306)  -0.090
H (1.905, 1.488, -0.553)  -0.122
H (2.060, -0.574, -1.277)  -0.106

The value obtained for the HOMO energy is -14.87 eV. For the energy relative to the best compared isomer or geometry (same formula, charge and spin), the calculation gives 1.037 eV. Its total charge is +1. As for the HOMO-LUMO gap: 11.688 eV.

=====

# 2
Computed, not measured: C37H74Cl8NO10S4 as an isolated structure, with wB97M-V/def2-TZVPD.

Last column: Mulliken charge in e.
Cartesian coordinates (Å):
C (-5.240, -12.525, 26.395)  -1.064
C (-5.846, -12.386, 24.943)  0.258
C (-6.523, -10.973, 24.745)  0.060
C (-7.809, -10.537, 25.570)  0.772
N (-7.983, -8.957, 25.728)  1.841
C (-6.990, -8.155, 26.528)  0.793
C (-6.488, -7.047, 25.686)  -1.256
C (-6.597, -7.678, 24.292)  0.816
C (-7.921, -8.357, 24.361)  -0.399
C (-9.409, -8.733, 26.400)  -1.950
H (-5.811, -12.628, 27.318)  0.311
H (-4.548, -11.695, 26.542)  -0.468
H (-4.581, -13.393, 26.376)  -0.333
H (-6.492, -13.257, 24.827)  -0.699
H (-4.957, -12.320, 24.317)  0.566
H (-6.751, -10.749, 23.703)  0.337
H (-5.754, -10.232, 24.965)  -0.377
H (-7.805, -11.067, 26.522)  0.608
H (-8.651, -10.956, 25.019)  -0.817
H (-7.371, -8.035, 27.542)  0.736
H (-6.189, -8.875, 26.695)  -1.170
H (-6.995, -6.092, 25.822)  -0.272
H (-5.492, -6.725, 25.988)  0.743
H (-6.630, -7.006, 23.434)  -1.105
H (-5.762, -8.283, 23.940)  -0.332
H (-8.526, -7.466, 24.192)  1.430
H (-7.983, -9.098, 23.564)  -1.152
H (-9.587, -7.661, 26.319)  0.427
H (-9.278, -8.897, 27.470)  -0.094
H (-10.018, -9.495, 25.914)  0.814
C (-5.289, -8.865, 31.773)  -0.694
C (-6.782, -8.486, 31.699)  -0.950
C (-7.241, -8.490, 30.321)  -0.520
S (-5.777, -8.798, 29.272)  1.216
O (-5.027, -7.606, 28.878)  -1.058
O (-6.202, -9.751, 28.261)  -0.170
C (-4.966, -9.688, 30.616)  -0.593
H (-4.879, -9.147, 32.743)  0.513
H (-4.676, -7.983, 31.586)  0.283
H (-7.012, -7.452, 31.956)  0.348
H (-7.432, -8.935, 32.451)  0.374
H (-7.630, -7.543, 29.946)  0.683
H (-7.952, -9.309, 30.217)  -0.333
H (-3.926, -9.877, 30.347)  0.490
H (-5.460, -10.643, 30.797)  0.211
C (-0.826, -9.594, 26.954)  -0.627
C (-1.457, -8.555, 27.808)  -0.805
C (-2.981, -8.815, 27.922)  -0.709
S (-3.563, -8.822, 26.193)  1.148
O (-3.610, -7.479, 25.685)  -0.827
O (-4.720, -9.694, 25.968)  -0.252
C (-1.911, -9.598, 25.767)  -0.933
H (-0.475, -10.543, 27.360)  0.378
H (0.102, -9.145, 26.602)  0.343
H (-1.455, -7.621, 27.248)  0.348
H (-1.060, -8.512, 28.822)  0.469
H (-3.420, -7.977, 28.463)  0.645
H (-3.136, -9.837, 28.268)  0.103
H (-1.662, -9.061, 24.852)  0.545
H (-2.097, -10.626, 25.455)  0.263
C (-6.436, -15.369, 25.160)  -0.139
C (-5.823, -15.018, 26.595)  0.223
C (-4.314, -14.803, 26.282)  -0.591
S (-3.709, -16.015, 25.026)  1.163
O (-3.173, -17.277, 25.613)  -0.679
O (-2.931, -15.259, 24.034)  -0.650
C (-5.431, -16.247, 24.399)  -0.921
H (-6.813, -14.437, 24.739)  -0.114
H (-7.312, -15.984, 25.367)  0.639
H (-6.004, -15.729, 27.401)  0.473
H (-6.286, -14.060, 26.830)  -0.627
H (-3.677, -15.083, 27.121)  0.743
H (-3.998, -13.833, 25.900)  0.720
H (-5.651, -17.314, 24.415)  0.414
H (-5.399, -16.248, 23.310)  0.510
C (-6.286, -4.963, 19.503)  -0.633
C (-5.103, -4.071, 19.881)  -0.730
C (-4.599, -4.801, 21.144)  -0.885
S (-6.022, -5.254, 22.211)  1.450
O (-6.210, -4.148, 23.242)  -0.814
O (-5.926, -6.630, 22.622)  -0.672
C (-7.155, -5.048, 20.788)  0.534
H (-6.010, -5.987, 19.252)  0.337
H (-6.947, -4.585, 18.723)  0.376
H (-5.396, -3.028, 20.005)  0.306
H (-4.392, -4.193, 19.064)  0.350
H (-3.592, -4.533, 21.462)  0.573
H (-4.158, -5.686, 20.686)  0.372
H (-7.569, -4.042, 20.724)  0.477
H (-7.950, -5.789, 20.876)  -1.112
O (-9.457, -10.818, 26.644)  0.092
C (-9.242, -11.418, 27.718)  -0.471
O (-8.254, -12.173, 27.939)  -0.261
C (-8.236, -12.627, 29.251)  -0.617
C (-9.196, -11.730, 30.006)  0.211
C (-10.147, -11.537, 28.908)  -0.574
H (-7.202, -12.335, 29.433)  0.269
H (-8.394, -13.705, 29.269)  0.406
H (-8.671, -10.843, 30.362)  -0.381
H (-9.544, -12.215, 30.918)  0.504
H (-10.873, -10.734, 29.039)  0.272
H (-10.756, -12.410, 28.675)  0.473
Cl (-6.566, -5.450, 27.052)  -0.316
C (-6.733, -4.201, 25.788)  -0.094
C (-7.330, -2.864, 26.517)  -0.604
Cl (-6.509, -2.480, 28.028)  -0.172
H (-7.453, -4.589, 25.067)  0.105
H (-5.730, -4.010, 25.404)  0.339
H (-8.378, -3.079, 26.727)  0.294
H (-7.352, -1.965, 25.902)  0.416
Cl (-11.348, -11.333, 25.574)  -0.279
C (-10.315, -11.793, 24.184)  2.387
C (-10.927, -12.671, 23.093)  -0.483
Cl (-11.807, -14.185, 23.755)  -0.229
H (-9.433, -12.248, 24.634)  0.030
H (-9.810, -10.907, 23.798)  -1.953
H (-10.070, -13.038, 22.529)  0.330
H (-11.516, -12.110, 22.367)  0.426
Cl (-9.783, -6.604, 21.047)  -0.187
C (-9.409, -8.163, 20.202)  -0.522
C (-8.411, -9.007, 21.087)  0.115
Cl (-9.212, -9.795, 22.489)  -0.024
H (-8.937, -7.749, 19.311)  0.425
H (-10.381, -8.636, 20.059)  0.394
H (-7.802, -8.282, 21.627)  -0.347
H (-7.853, -9.725, 20.485)  0.496
Cl (-10.448, -8.482, 24.175)  0.232
C (-11.181, -7.529, 25.488)  -0.305
C (-12.461, -6.714, 24.950)  -0.479
Cl (-13.749, -7.776, 24.569)  -0.173
H (-10.352, -7.105, 26.055)  0.305
H (-11.672, -8.292, 26.093)  0.282
H (-12.315, -6.059, 24.091)  0.303
H (-12.863, -6.054, 25.719)  0.362

The value obtained for the HOMO energy is -9.14 eV. Its total charge is +1. As for the HOMO-LUMO gap: 7.331 eV.

=====

# 3
Computed, not measured: C6H9NO as an isolated structure, with wB97M-V/def2-TZVPD.

Last column: natural (NBO) charge in e.
Cartesian coordinates (Å):
C (2.830, 0.954, -0.290)  -0.469
C (1.911, -1.078, 0.324)  -0.216
C (0.723, -0.259, 0.372)  -0.107
C (-0.489, -0.297, -0.073)  -0.165
C (-1.389, 0.244, 0.647)  -0.276
C (-2.869, 0.408, 0.190)  0.436
H (4.037, 0.396, -0.231)  0.207
H (2.549, 1.775, 0.767)  0.200
H (3.023, 1.906, -1.251)  0.221
H (1.624, -2.119, 0.174)  0.202
H (2.717, -0.994, 1.147)  0.197
H (0.855, 0.380, 1.195)  0.195
H (-0.743, -0.934, -0.814)  0.227
H (-1.175, 0.834, 1.492)  0.193
H (-3.191, 1.568, 0.731)  0.080
N (1.938, -0.117, -0.673)  -0.405
O (-3.445, -0.228, -0.689)  -0.520

The value obtained for the HOMO energy is -9.07 eV. For the energy relative to the best compared isomer or geometry (same formula, charge and spin), the calculation gives 7.347 eV. As for the HOMO-LUMO gap: 9.050 eV.

=====

# 4
Computed, not measured: CHCl3S as an isolated structure, with wB97M-V/def2-TZVPD.

Last column: natural (NBO) charge in e.
Cartesian coordinates (Å):
C (-0.480, 0.766, -0.401)  -0.499
S (0.701, 2.139, -0.499)  0.401
Cl (-1.801, 1.302, -1.364)  0.082
Cl (-1.058, 0.271, 1.167)  0.033
Cl (2.666, 0.415, 0.767)  -0.283
H (0.042, -0.172, -0.758)  0.265

The value obtained for the HOMO energy (spin up / spin down) is -10.76 / -10.75 eV. For the energy relative to the best compared isomer or geometry (same formula, charge and spin), the calculation gives 2.214 eV. As for the HOMO-LUMO gap (spin up / spin down): 6.738 / 6.731 eV.

=====

# 5
Computed, not measured: a 2-piece molecular cluster, C16H13N2O3 overall, with wB97M-V/def2-TZVPD.

Last column: natural (NBO) charge in e.
Cartesian coordinates (Å):
C (1.501, -0.863, -4.095)  -0.188
C (2.368, -0.503, -3.047)  -0.221
C (2.043, 0.565, -2.213)  -0.171
C (0.850, 1.276, -2.412)  -0.164
C (0.482, 2.369, -1.485)  0.425
O (-0.617, 2.907, -1.429)  -0.519
C (-0.015, 0.930, -3.465)  -0.153
C (0.313, -0.137, -4.301)  -0.217
H (1.749, -1.703, -4.749)  0.212
H (3.295, -1.061, -2.889)  0.215
H (2.698, 0.879, -1.396)  0.218
H (1.303, 2.683, -0.806)  0.109
H (-0.933, 1.498, -3.615)  0.240
H (-0.362, -0.402, -5.116)  0.214
C (-1.926, 2.390, 1.480)  -0.608
C (-1.937, 0.948, 1.123)  -0.367
C (-2.876, 0.529, 0.162)  0.306
N (-3.692, 0.226, -0.630)  -0.474
C (-1.125, -0.039, 1.734)  0.126
C (-0.154, 0.267, 2.754)  -0.313
C (0.635, -0.718, 3.317)  -0.162
C (0.490, -2.058, 2.900)  -0.108
N (1.315, -3.074, 3.453)  0.508
O (1.151, -4.246, 3.042)  -0.476
O (2.167, -2.772, 4.316)  -0.476
C (-0.461, -2.399, 1.922)  -0.167
C (-1.248, -1.419, 1.355)  -0.290
H (-1.190, 2.632, 2.249)  0.199
H (-1.712, 2.985, 0.582)  0.228
H (-2.927, 2.689, 1.832)  0.196
H (-0.035, 1.294, 3.102)  0.196
H (1.379, -0.498, 4.080)  0.229
H (-0.546, -3.444, 1.635)  0.233
H (-1.981, -1.733, 0.610)  0.219

The value obtained for the HOMO energy is -3.05 eV. Its total charge is -1. As for the HOMO-LUMO gap: 5.258 eV.

=====

# 6
Computed, not measured: C27H33MgO2 as an isolated structure, with wB97M-V/def2-TZVPD.

Last column: natural (NBO) charge in e.
Cartesian coordinates (Å):
O (4.622, 3.882, -2.786)  -0.555
C (5.317, 3.403, -4.002)  -0.070
C (6.496, 4.323, -3.849)  -0.469
H (4.690, 3.538, -4.889)  0.187
H (5.634, 2.351, -3.947)  0.186
C (5.773, 4.744, -2.549)  0.275
H (6.569, 5.101, -4.593)  0.207
H (7.437, 3.838, -3.628)  0.206
C (5.480, 6.226, -2.556)  -0.623
H (4.879, 6.533, -3.422)  0.216
H (6.457, 6.740, -2.602)  0.208
H (4.973, 6.525, -1.632)  0.215
C (6.592, 4.348, -1.340)  -0.628
H (6.853, 3.281, -1.355)  0.214
H (6.047, 4.569, -0.413)  0.220
H (7.521, 4.942, -1.366)  0.210
Mg (0.077, 1.400, -1.122)  1.713
C (0.565, -1.736, 1.655)  -0.359
C (0.334, -2.410, 0.423)  -0.328
C (1.425, -2.131, -0.452)  -0.379
H (-0.547, -3.003, 0.181)  0.180
C (2.378, -1.346, 0.274)  -0.391
C (1.830, -1.071, 1.561)  -0.381
H (2.301, -0.462, 2.337)  0.173
H (-0.102, -1.737, 2.523)  0.182
H (1.528, -2.460, -1.487)  0.172
H (3.370, -1.063, -0.078)  0.156
C (-1.973, 1.543, 1.343)  -0.304
C (-0.606, 1.389, 1.680)  -0.245
C (0.171, 2.318, 0.909)  -0.545
H (-0.224, 0.741, 2.468)  0.233
C (-0.767, 3.052, 0.064)  -0.578
C (-2.088, 2.574, 0.369)  -0.294
H (-3.026, 3.000, 0.016)  0.201
H (-2.803, 1.012, 1.811)  0.208
H (1.215, 2.598, 1.095)  0.222
H (-0.504, 3.877, -0.605)  0.210
O (2.003, 0.971, -1.647)  -0.660
C (3.205, 1.496, -0.903)  -0.083
C (4.385, 1.010, -1.714)  -0.424
H (3.182, 1.112, 0.128)  0.250
H (3.168, 2.603, -0.912)  0.186
C (3.815, 1.115, -3.133)  -0.448
H (4.610, -0.055, -1.549)  0.220
H (5.299, 1.597, -1.516)  0.214
C (2.450, 0.526, -3.009)  -0.053
H (4.446, 0.706, -3.925)  0.211
H (3.664, 2.178, -3.280)  0.219
H (2.502, -0.567, -3.018)  0.206
H (1.755, 0.891, -3.772)  0.187
C (-1.237, -0.146, -1.401)  -0.580
C (-2.208, -0.860, -1.104)  -0.175
C (-3.332, -1.669, -0.795)  -0.110
C (-3.208, -3.064, -0.914)  -0.177
C (-4.299, -3.881, -0.619)  -0.221
C (-5.536, -3.301, -0.284)  -0.248
C (-5.650, -1.905, -0.133)  -0.225
C (-4.548, -1.089, -0.392)  -0.186
H (-2.254, -3.469, -1.269)  0.229
H (-4.190, -4.968, -0.656)  0.203
H (-6.411, -3.929, -0.112)  0.198
H (-6.594, -1.441, 0.182)  0.201
H (-4.587, 0.002, -0.326)  0.220

The value obtained for the HOMO energy is -2.40 eV. For the energy relative to the best compared isomer or geometry (same formula, charge and spin), the calculation gives 0.000 eV. Its total charge is -1. As for the HOMO-LUMO gap: 4.319 eV.

=====

| no. | DFT total energy (a.u.) | F_max (eV/A) |
| --- | --- | --- |
| 1 | -481.4914 | 4.05 |
| 2 | -7534.1988 | 13.71 |
| 3 | -363.7543 | 9.39 |
| 4 | -1817.3618 | 2.95 |
| 5 | -952.6844 | 1.93 |
| 6 | -1399.0531 | 2.79 |